<one>
The following is a quantum chemistry calculation of the molecule C6H7O5P, from the OMol25 dataset.

Element x y z (Å)
1 C -3.97 -0.83 -1.78
2 H 2.07 1.37 -1.03
3 P -2.42 1.50 -0.33
4 C -3.43 -1.05 -0.36
5 H -4.69 -2.50 -0.46
6 H -3.38 -0.04 -2.19
7 H 1.95 -0.86 0.30
8 C 2.29 0.11 0.56
9 C 0.06 0.79 -0.27
10 O -0.31 -0.38 -0.27
11 C 1.46 1.19 -0.14
12 H 2.37 0.27 1.73
13 C -2.86 -0.06 0.25
14 O -0.80 1.78 -0.49
15 O -4.77 -1.59 -2.25
16 O -3.04 2.73 0.18
17 H 1.44 2.12 0.44
18 H 3.29 0.04 0.30
19 O -3.86 -2.21 0.03

Properties
HOMO-LUMO gap (eV): 8.2814
LUMO (eV): -1.37
Highest occupied orbital energy (eV): -9.65
Multiplicity: 1

<two>
The following is a quantum chemistry calculation of the molecule C6H7O5P, from the OMol25 dataset.

Element x y z (Å)
1 H 3.60 0.86 0.06
2 O 2.20 -2.26 0.24
3 O -0.31 -0.41 0.35
4 P 1.26 1.96 0.17
5 H 3.09 -2.59 0.51
6 H -2.85 0.17 -1.90
7 H -2.72 -0.22 1.30
8 O 4.65 -0.80 0.47
9 C 3.60 -0.24 0.29
10 H -3.15 1.36 0.47
11 H -2.66 -1.31 -0.78
12 H -4.17 -0.34 -0.72
13 O 1.41 2.22 -1.26
14 C -1.09 0.65 0.33
15 O -0.57 1.76 0.39
16 C 1.18 0.00 0.27
17 C -2.54 0.44 0.37
18 C 2.19 -0.86 0.27
19 C -3.10 -0.39 -0.83

Properties
HOMO-LUMO gap (eV): 8.5125
LUMO (eV): -0.32
Highest occupied orbital energy (eV): -8.84
Multiplicity: 1

Relative energy table, unit hartree: <one> 0.0368; <two> 0.0000

<one>
The following is a quantum chemistry calculation of the molecule CH5NS, from the OMol25 dataset.

Element x y z (Å)
1 H -1.94 0.40 0.22
2 H -1.59 0.90 -1.34
3 H 1.51 -1.25 1.40
4 S 0.02 -0.93 -0.75
5 C -1.07 0.50 -0.52
6 H 2.32 -0.47 0.28
7 N 1.36 -0.55 0.76
8 H -0.60 1.41 -0.06

Properties
HOMO-LUMO gap (eV): 9.3130
LUMO (eV): 0.23
Highest occupied orbital energy (eV): -9.08
Multiplicity: 1

<two>
The following is a quantum chemistry calculation of a 2-piece molecular cluster, CH5NS overall, from the OMol25 dataset.

Element x y z (Å)
1 S -0.77 1.42 2.09
2 H 0.14 0.83 1.31
3 N 0.82 -2.28 -2.45
4 H 1.83 -0.79 -1.45
5 C 0.95 -1.10 -2.00
6 H 0.04 -2.34 -3.09
7 H 0.12 -0.39 -2.05
8 H -1.08 2.39 1.23

Properties
HOMO-LUMO gap (eV): 10.6192
LUMO (eV): 0.70
Highest occupied orbital energy (eV): -9.92
Multiplicity: 1

Relative energy table, unit hartree: <one> 0.0249; <two> 0.0000

<one>
The following is a quantum chemistry calculation of C2H6O2 as an isolated structure, from the OMol25 dataset.

Element x y z (Å)
1 H 1.29 1.24 -0.35
2 H -0.24 0.16 1.76
3 C -0.37 -0.04 0.34
4 H 1.69 -0.29 0.44
5 O -1.31 0.97 -0.26
6 C 1.04 0.20 -0.27
7 H -0.33 -1.47 -0.73
8 O -0.77 -1.29 0.10
9 H -2.24 0.84 0.16
10 H 1.23 -0.32 -1.18

Properties
HOMO-LUMO gap (eV): 11.4064
LUMO (eV): 0.95
Highest occupied orbital energy (eV): -10.46
Multiplicity: 1

<two>
The following is a quantum chemistry calculation of the molecule C2H6O2, from the OMol25 dataset.

Element x y z (Å)
1 H 0.06 -0.61 1.63
2 O 0.89 1.19 0.70
3 C -0.73 -0.20 -0.44
4 H 1.38 1.32 1.31
5 H -1.68 -0.84 0.24
6 H 0.07 0.00 -2.22
7 H -0.99 0.96 -0.57
8 H 1.16 -0.81 0.34
9 O -0.49 -0.78 -1.60
10 C 0.34 -0.23 0.62

Properties
HOMO-LUMO gap (eV): 11.0700
LUMO (eV): 0.79
Highest occupied orbital energy (eV): -10.28
Multiplicity: 1

Relative energy table, unit hartree: <one> 0.0000; <two> 0.0724

<one>
The following is a quantum chemistry calculation of the molecule C3H2Cl2O2, from the OMol25 dataset.

Element x y z (Å)
1 C 1.29 -0.08 0.27
2 C 1.12 -0.81 -0.83
3 H 2.10 -0.14 1.12
4 H -1.56 1.31 0.93
5 C -1.11 0.54 0.35
6 Cl -1.72 -1.06 0.77
7 O 1.06 -1.21 -1.88
8 Cl -1.38 0.76 -1.49
9 O 0.20 0.68 0.77

Properties
HOMO-LUMO gap (eV): 9.1315
LUMO (eV): 0.17
Highest occupied orbital energy (eV): -8.97
Multiplicity: 1

<two>
The following is a quantum chemistry calculation of the molecule C3H2Cl2O2, from the OMol25 dataset.

Element x y z (Å)
1 Cl -1.67 -1.34 -0.14
2 H -1.87 0.84 0.82
3 C -0.17 -0.45 -0.09
4 H 1.15 -2.07 -0.18
5 C -0.30 1.07 -0.17
6 O 0.58 1.81 -0.46
7 O -1.50 1.55 0.27
8 C 1.06 -1.04 -0.10
9 Cl 2.73 -0.36 0.05

Properties
HOMO-LUMO gap (eV): 9.9978
LUMO (eV): -0.25
Highest occupied orbital energy (eV): -10.25
Multiplicity: 1

<three>
The following is a quantum chemistry calculation of C3H2Cl2O2 as an isolated structure, from the OMol25 dataset.

Element x y z (Å)
1 C 1.88 0.01 -1.51
2 Cl 3.34 0.72 0.63
3 O 0.71 -0.18 -2.12
4 O -0.76 -0.85 -0.79
5 Cl -3.21 -0.92 2.50
6 C 2.27 0.51 -0.46
7 C -0.09 0.10 -1.13
8 H -0.35 1.01 -0.66
9 H -3.79 -0.41 3.54

Properties
HOMO-LUMO gap (eV): 9.5225
LUMO (eV): -0.20
Highest occupied orbital energy (eV): -9.73
Multiplicity: 1

Relative energy table, unit hartree: <one> 0.0613; <two> 0.0000; <three> 0.1463

<one>
The following is a quantum chemistry calculation of the molecule C3H7O3P, from the OMol25 dataset.

Element x y z (Å)
1 H -1.84 -2.03 0.44
2 H -1.03 0.17 1.82
3 H -1.11 -2.01 -1.20
4 H 0.86 0.58 2.36
5 P 1.73 0.81 0.21
6 C 0.12 0.49 -1.05
7 H 1.16 -0.92 -2.12
8 O -1.07 0.65 0.97
9 C -1.28 -1.45 -0.23
10 O 0.40 -0.29 -2.20
11 O 1.70 0.43 1.91
12 H -0.20 1.45 -1.32
13 C -0.85 -0.14 -0.13
14 H 1.42 2.24 0.54

Properties
HOMO-LUMO gap (eV): 8.9749
LUMO (eV): 0.23
Highest occupied orbital energy (eV): -8.74
Multiplicity: 1

<two>
The following is a quantum chemistry calculation of a 2-piece molecular cluster, C3H7O3P overall, from the OMol25 dataset.

Element x y z (Å)
1 O 0.34 0.94 0.56
2 H -2.58 0.90 -0.55
3 H 0.41 -1.09 -1.09
4 H -2.06 1.66 0.88
5 H -1.20 -0.88 -1.45
6 C -2.05 0.74 0.28
7 H -1.04 -1.65 0.02
8 P 2.88 -0.97 0.33
9 H -2.49 -0.09 0.89
10 C -0.51 -0.94 -0.60
11 H 2.75 1.25 -0.50
12 O 3.03 0.38 -0.60
13 C -0.58 0.35 0.11
14 O 3.09 -0.60 1.72

Properties
HOMO-LUMO gap (eV): 10.2016
LUMO (eV): 0.20
Highest occupied orbital energy (eV): -10.00
Multiplicity: 1

Relative energy table, unit hartree: <one> 0.0957; <two> 0.0000

<one>
The following is a quantum chemistry calculation of a 2-piece molecular cluster, C4H11PS2 overall, from the OMol25 dataset.

Element x y z (Å)
1 P -1.09 -0.19 -0.78
2 H -1.72 -1.83 1.08
3 S -0.15 -2.62 -2.04
4 H 0.48 0.65 2.17
5 H 1.05 -2.20 -1.74
6 C 0.36 1.14 1.19
7 S -2.15 1.13 -1.71
8 H -2.76 -1.93 -0.46
9 H 1.68 -0.09 -1.69
10 C 0.48 0.13 0.10
11 C -2.21 -1.25 0.24
12 H -0.59 1.73 1.10
13 H 1.14 1.83 1.08
14 C 1.49 0.62 -1.01
15 H -2.92 -0.61 0.78
16 H 0.88 -0.86 0.49
17 H 2.44 1.08 -0.75
18 H 1.00 1.46 -1.54

Properties
HOMO-LUMO gap (alpha / beta) (eV): 7.4156 / 7.4161
LUMO (alpha / beta) (eV): -1.28 / -1.28
Highest occupied orbital energy (alpha / beta) (eV): -8.69 / -8.69
Multiplicity: 1

<two>
The following is a quantum chemistry calculation of a 2-piece molecular cluster, C4H11PS2 overall, from the OMol25 dataset.

Element x y z (Å)
1 C 1.20 -0.15 0.94
2 P -1.96 0.03 0.46
3 H 1.04 0.93 0.91
4 C 3.19 0.35 -0.53
5 H -2.49 0.44 -1.94
6 H -0.97 -0.33 -1.77
7 H -1.04 1.43 -1.41
8 H 0.95 -0.60 1.96
9 H 4.21 0.02 -0.86
10 H 2.75 1.23 -0.95
11 C -1.63 0.49 -1.24
12 H 0.36 -0.57 0.21
13 H 3.11 -1.24 0.42
14 H -1.38 -2.09 1.45
15 S -3.94 0.75 0.43
16 C 2.52 -0.37 0.31
17 S -2.05 -2.10 0.21
18 H -3.88 1.77 1.40

Properties
HOMO-LUMO gap (eV): 9.6227
LUMO (eV): 0.57
Highest occupied orbital energy (eV): -9.05
Multiplicity: 1

Relative energy table, unit hartree: <one> 0.0000; <two> 0.0156